ORCA calculation (ωB97M-V/def2-TZVPD) on a 9-piece molecular cluster, C20H42Cl6N2O16 overall.

XYZ file:
```
86
Properties=species:S:1:pos:R:3:forces:R:3:lowdin_charge:R:1
C -5.622377 0.718209 -3.569970 -0.9 -0.6 -0.3 0.062
N -5.558955 -0.552593 -2.777572 0.7 0.1 -0.4 -0.433
O -4.453849 -1.016424 -2.603006 0.2 -0.1 0.2 0.070
O -6.584733 -1.076481 -2.415163 -0.6 0.2 0.1 0.065
H -5.759436 1.561092 -2.902320 0.3 0.0 0.1 0.101
H -6.524973 0.598341 -4.167482 0.1 0.2 -0.1 0.097
H -4.742552 0.748883 -4.196398 0.2 0.2 0.2 0.096
C 1.503858 -3.851404 -0.976900 0.0 -1.0 -0.2 0.056
N 0.158335 -4.440554 -1.294768 0.4 0.6 0.5 -0.452
O -0.178412 -4.540615 -2.449327 -0.1 0.0 -0.5 0.064
O -0.507185 -4.763622 -0.336952 -0.3 -0.2 0.1 0.059
H 1.381362 -2.815686 -0.685222 0.0 0.0 0.0 0.075
H 2.132667 -4.006191 -1.846979 -0.1 0.4 -0.1 0.093
H 1.868235 -4.483017 -0.172770 0.1 0.4 0.3 0.097
C -1.357302 -0.038858 4.316096 0.6 -0.5 -1.0 -0.041
O -1.369465 0.736273 5.509999 0.0 -0.3 0.0 0.020
C -0.207229 0.771669 6.167253 -0.6 0.8 -0.5 -0.616
O 0.818024 0.231353 5.863006 0.4 -0.5 -0.1 0.121
O -0.371071 1.614981 7.176074 -0.3 0.1 0.9 0.010
C 0.741945 1.715021 8.062480 0.3 0.6 0.1 -0.038
H -0.416301 0.100620 3.783340 0.0 0.0 0.1 0.065
H -2.132971 0.263478 3.618880 -0.3 0.3 0.5 0.090
H -1.458986 -1.109826 4.493766 0.0 0.1 0.3 0.106
H 1.526304 2.284129 7.560887 0.3 -0.5 0.0 0.098
H 1.035950 0.733710 8.422396 0.3 0.0 -0.2 0.099
H 0.485335 2.325457 8.927787 -0.6 -0.1 -0.2 0.092
C 0.290103 4.428234 -4.937462 0.9 1.8 -0.6 -0.079
O -0.237549 3.135591 -4.791750 0.0 0.0 0.2 0.011
C 0.643497 2.177086 -4.477094 -0.2 -0.1 -0.3 -0.609
O 1.833161 2.299338 -4.400909 0.3 0.0 0.2 0.131
O -0.055142 1.066608 -4.287678 -0.4 0.1 -0.1 0.027
C 0.609289 -0.052890 -3.755650 0.4 -1.4 0.8 -0.043
H -0.413698 5.199496 -4.629266 -0.4 -0.5 0.3 0.090
H 0.544057 4.710042 -5.965930 -0.2 -0.7 -0.2 0.096
H 1.223089 4.616159 -4.405422 -0.1 -0.5 0.4 0.090
H 1.085497 -0.727161 -4.473396 -0.1 0.6 -0.5 0.102
H -0.130531 -0.674402 -3.251330 -0.2 0.3 0.0 0.099
H 1.359165 0.192383 -3.005528 0.0 0.3 -0.1 0.063
C 4.060401 -0.757205 -3.514653 -0.5 -0.1 -1.0 -0.031
O 3.510056 -1.170028 -2.261813 -0.2 -0.3 -0.1 0.004
C 4.146669 -0.846994 -1.148981 0.5 0.3 0.2 -0.627
O 3.936248 -1.339097 -0.081919 -0.6 -0.4 0.5 0.124
O 5.065426 0.093421 -1.352972 0.0 0.7 -0.7 -0.014
C 5.965033 0.377937 -0.311665 1.1 -0.4 1.1 -0.044
H 3.641717 -1.425546 -4.269424 0.0 -0.2 0.3 0.097
H 5.140507 -0.853721 -3.546946 0.0 0.2 0.2 0.100
H 3.706338 0.234740 -3.798082 0.3 0.2 0.3 0.090
H 6.301706 -0.541651 0.174930 0.0 -0.1 -0.2 0.102
H 5.617983 0.996531 0.518719 -0.7 0.2 -0.4 0.097
H 6.829585 0.865425 -0.753027 -0.1 0.1 -0.2 0.096
C 1.078621 0.847392 -0.230143 0.0 0.6 0.4 -0.037
O 0.399159 -0.336580 -0.605220 0.7 0.0 -0.5 -0.013
C -0.683320 -0.712225 0.054656 -0.4 -0.9 0.2 -0.611
O -1.090758 -0.308219 1.108359 0.0 0.6 0.1 0.131
O -1.227772 -1.698952 -0.654123 0.3 0.2 -0.7 -0.012
C -2.532454 -2.123822 -0.307133 -0.9 0.4 1.1 -0.080
H 1.387633 1.359593 -1.140227 -0.2 0.0 -0.1 0.080
H 1.985068 0.669326 0.351055 -0.2 -0.4 0.1 0.084
H 0.402177 1.485525 0.337422 0.1 0.1 0.0 0.079
H -2.539191 -2.572465 0.686166 0.2 -0.5 -0.3 0.075
H -2.918338 -2.762478 -1.092037 0.4 -0.3 0.1 0.087
H -3.234743 -1.286864 -0.209692 0.3 0.2 -0.3 0.090
Cl 4.845829 -1.878228 4.242636 -0.3 0.4 -0.2 0.492
C 3.447899 -0.710525 4.320243 0.6 -0.6 0.2 -0.641
C 2.675740 -0.621868 3.017989 0.0 -0.9 1.6 -0.629
Cl 1.916203 -2.208256 2.731533 -0.1 -0.4 -0.5 0.577
H 3.880798 0.236809 4.632850 -0.1 0.1 -0.2 0.070
H 2.820957 -1.105551 5.110006 -0.1 0.2 0.0 0.041
H 3.335793 -0.398673 2.187325 -0.4 0.4 -0.2 0.045
H 1.800480 -0.035267 3.293519 0.3 0.8 -0.8 0.045
Cl -5.050239 -4.125398 0.883093 0.1 0.2 -0.3 0.578
C -6.151621 -3.272139 -0.234520 -0.9 0.1 0.1 -0.666
C -7.408712 -4.097404 -0.433874 -0.7 0.9 0.5 -0.707
Cl -7.102382 -5.606706 -1.278117 0.0 -0.3 -0.1 0.562
H -5.737329 -2.987012 -1.195324 0.6 -0.4 0.1 0.041
H -6.435247 -2.333772 0.242598 0.0 -0.1 0.1 0.073
H -8.172747 -3.535086 -0.977092 0.4 0.1 -0.4 0.071
H -7.915501 -4.256307 0.520250 0.4 -0.6 0.1 0.070
Cl -0.050749 4.237553 -1.015759 -0.3 0.2 0.1 0.568
C 0.426250 5.345032 0.308077 0.4 0.0 0.0 -0.634
C 1.760832 4.903144 0.865290 0.0 0.1 0.9 -0.687
Cl 3.075477 5.086051 -0.309015 0.1 -0.1 -0.1 0.548
H -0.331217 5.363986 1.089047 -0.1 -0.4 -0.1 0.077
H 0.483987 6.354877 -0.090045 0.1 -0.1 -0.2 0.068
H 1.740859 3.888255 1.262195 -0.1 -0.2 -0.5 0.063
H 2.039756 5.484031 1.748102 -0.1 0.4 -0.3 0.072
```
Forces are in eV/Å.

The largest force on an atom is 2.11 eV/A. For the frontier orbital gap, the calculation gives 10.199 eV. As for the structure (SMILES): C[N+](=O)[O-].C[N+](=O)[O-].COC(=O)OC.COC(=O)OC.COC(=O)OC.COC(=O)OC.ClCCCl.ClCCCl.ClCCCl. The calculation puts the total energy at -132290.45614 eV. As for the molar mass: 779.27 g mol⁻¹.

ORCA calculation (ωB97M-V/def2-TZVPD) on a 2-piece molecular cluster, C11H22BBr2F6N3O4P2 overall.

XYZ file:
```
51
Properties=species:S:1:pos:R:3:forces:R:3:nbo_charge:R:1
C -2.027359 -3.608064 2.709981 0.0 -0.1 -0.2 -0.607
C -1.799699 -3.636626 1.192554 -0.2 0.0 0.4 -0.417
C -2.016956 -2.285031 0.493886 0.1 -0.4 -0.3 -0.416
C -0.701495 -1.641527 0.035806 -0.2 -0.2 0.1 -0.239
N -0.317188 -0.487559 0.891266 0.0 0.0 0.0 -0.447
N 0.511891 0.409124 0.202324 -0.1 0.0 0.3 -0.137
C 1.718282 0.179479 -0.389556 0.2 -0.3 -0.2 -0.027
C 2.130296 1.338067 -0.962686 -0.2 -0.1 0.0 -0.243
P 3.703513 1.284917 -1.902428 0.0 -0.1 0.2 1.405
O 4.621545 2.234639 -0.920317 0.0 0.1 -0.1 -1.008
O 3.236512 2.312578 -3.076024 0.2 0.2 0.0 -0.985
N 1.115287 2.264571 -0.677975 0.2 0.3 -0.1 -0.321
C 1.005043 3.676697 -1.058542 0.1 -0.2 -0.1 -0.098
Br 0.248995 3.787934 -2.834755 0.1 0.1 0.0 0.094
C 2.303059 4.446650 -0.733373 -0.4 0.6 0.4 -0.293
C 2.010807 5.399989 0.430331 0.2 0.0 -0.1 -0.625
Br 3.023578 5.534781 -2.166107 0.2 -0.2 -0.1 0.036
C 0.143423 1.671125 0.019180 -0.1 -0.1 0.0 0.177
B -1.242677 2.248152 0.579604 -0.2 -0.3 0.1 1.119
O -1.473477 2.207743 1.926674 -0.3 0.1 -0.3 -0.919
O -2.054683 2.776425 -0.343671 0.4 0.4 0.2 -0.679
C -3.180261 3.583757 0.033932 -0.3 -0.1 -0.1 -0.254
H -1.704163 -2.658023 3.147508 0.1 0.0 0.1 0.169
H -3.082503 -3.754119 2.949335 0.0 0.2 0.0 0.205
H -1.486455 -4.423662 3.190297 0.0 0.1 0.0 0.228
H -0.796065 -4.003071 0.985886 -0.1 -0.1 -0.1 0.238
H -2.469509 -4.376470 0.756216 0.1 -0.1 0.0 0.237
H -2.603841 -2.457645 -0.410669 0.0 0.1 0.1 0.231
H -2.599508 -1.603603 1.119399 0.1 0.1 0.0 0.197
H -0.782312 -1.285940 -0.992072 0.0 0.2 0.1 0.206
H 0.076592 -2.408513 0.068832 0.1 0.1 -0.2 0.212
H 0.228242 -0.819394 1.681132 -0.1 0.0 0.1 0.378
H 2.189929 -0.790321 -0.392042 0.0 0.0 0.0 0.268
H 5.061224 2.958163 -1.384476 0.1 0.0 0.1 0.508
H 3.958198 2.481190 -3.695866 -0.2 -0.1 -0.2 0.509
H 0.234867 4.092255 -0.415462 -0.1 -0.1 -0.1 0.234
H 3.080531 3.756005 -0.434634 0.1 -0.1 -0.2 0.252
H 2.936630 5.844972 0.793437 0.0 -0.1 0.1 0.239
H 1.371075 6.218501 0.097223 -0.1 -0.1 0.0 0.226
H 1.520888 4.866740 1.249515 0.1 0.0 0.0 0.212
H -1.723226 1.338781 2.261265 0.2 0.0 0.1 0.532
H -3.409989 4.224803 -0.813598 0.0 0.0 0.0 0.203
H -4.040445 2.950432 0.245870 0.0 0.0 0.0 0.199
H -2.953016 4.188374 0.909563 0.0 0.0 0.0 0.192
F -0.518355 -5.262711 -1.087875 0.8 -0.3 -0.2 -0.620
P -0.571684 -6.884446 -0.626772 0.3 0.1 -0.1 2.594
F 0.028988 -6.192828 0.769842 -1.0 -0.1 0.1 -0.606
F -0.447967 -7.159941 -2.246863 -0.6 -0.7 0.5 -0.588
F -1.111727 -8.086649 0.357497 0.2 -0.3 -0.8 -0.588
F 0.848725 -7.725955 -0.627751 0.2 0.9 -0.1 -0.591
F -2.193560 -6.724747 -0.904843 0.3 0.6 0.7 -0.594
```
Forces are in eV/Å.

The largest force on an atom is 1.06 eV/A. For the frontier orbital gap, the calculation gives 8.420 eV. The calculation puts the total energy at -200073.36448 eV. As for the molar mass: 606.87 g mol⁻¹.

no.,E_HOMO (eV)
1,-10.21
2,-9.86